#P
C4H7ClO | ωB97M-V with the def2-TZVPD basis set

Output
- highest occupied orbital energy (Eh) = -0.37722
- frontier orbital gap (eV) = 11.14
- SMILES = OCC1(Cl)CC1

Atoms and positions in Å:
O -0.008 2.099 0.537
C -0.230 1.187 -0.505
C -0.845 -0.039 0.031
Cl -2.673 -0.258 -0.103
C -0.120 -0.745 1.130
C -0.051 -1.249 -0.304
H -0.706 2.017 1.109
H -0.786 1.499 -1.350
H 0.733 0.978 -0.953
H -0.748 -1.426 1.693
H 0.619 -0.246 1.619
H 0.947 -0.960 -0.666
H -0.403 -2.192 -0.739

=====

#Q
C4H7ClO | ωB97M-V with the def2-TZVPD basis set

Output
- highest occupied orbital energy (Eh) = -0.29573
- frontier orbital gap (eV) = 8.82
- SMILES = CO/C=C(\C)Cl

Atoms and positions in Å:
C 1.457 -1.368 1.177
O 0.342 -0.842 0.312
C 0.454 0.476 0.002
C -0.690 1.097 -0.575
C -1.847 0.453 -1.014
Cl -0.161 2.781 -0.991
H 1.309 -2.151 2.217
H 2.204 -0.400 1.509
H 2.231 -2.053 0.402
H 1.272 1.037 0.337
H -1.827 -0.659 -1.055
H -2.636 0.690 -0.230
H -2.109 0.939 -2.091

=====

#R
C4H7ClO | ωB97M-V with the def2-TZVPD basis set

Output
- highest occupied orbital energy (Eh) = -0.35590
- frontier orbital gap (eV) = 10.52

Atoms and positions in Å:
C 3.360 0.205 -0.061
C 1.160 -0.151 0.583
C -0.243 -0.347 0.069
C -1.166 0.596 0.009
H 4.119 0.712 -0.942
H 3.092 1.116 0.775
H 3.974 -0.682 0.387
H 1.424 0.788 1.033
H 1.396 -1.227 1.221
H -0.957 -1.563 0.191
H -1.016 1.722 0.274
O 2.047 -0.252 -0.611
Cl -2.769 -0.040 -0.097

=====

#S
C4H7ClO | ωB97M-V with the def2-TZVPD basis set

Output
- highest occupied orbital energy (Eh) = -0.35140
- frontier orbital gap (eV) = 10.48
- SMILES = COC/C=C/Cl

Atoms and positions in Å:
C 1.634 -1.111 -0.057
O 1.398 0.159 -0.699
C 0.402 0.936 -0.002
C -0.835 0.160 0.213
C -2.066 0.605 -0.072
Cl -3.443 -0.451 -0.254
H 0.845 -1.816 -0.360
H 2.635 -1.422 -0.431
H 1.505 -0.931 0.930
H -0.003 1.897 -0.525
H 0.938 1.168 0.931
H -0.793 -0.763 0.812
H -2.218 1.567 -0.485

=====

What should be chosen as the least stable of them? Choose #R.